Entry 1:
54
Properties=species:S:1:pos:R:3 method="wB97M-V/def2-TZVPD" relative_energy_kcal_mol=27.72 e_tot_ev=-35881.0262 spin_multiplicity=1 homo_lumo_gap_ev=8.50 smiles="COc1ccc(CNC(=O)[C@H](Cc2c[nH]c3ccccc23)NC(C)=O)cc1OC" homo_energy_ev=-7.7529
O -3.56190 -2.25190 -4.40769
H -3.02217 -3.60873 -5.88405
H -3.25827 2.32566 -0.47902
O -0.36741 1.48622 -1.52474
C 3.81558 4.20721 2.52678
C -3.38841 -2.58417 -5.76219
H 1.83231 -2.28763 -1.38642
N 3.43293 0.47564 4.16115
N 0.90366 -0.76285 -0.30649
H 1.67910 -0.73633 4.13977
H 1.76277 3.91925 1.99134
H 0.78466 -2.79362 -0.03281
H -5.09941 -3.00894 -2.44944
N -1.13196 1.26279 0.58022
C 0.17438 1.32402 2.65980
C -1.30389 1.46107 -0.74520
C -2.65436 -1.95624 -2.22033
H -0.45750 0.60541 3.18555
H 0.86558 0.00136 -0.97480
C -2.46876 -2.27761 -3.57791
C 4.93348 2.43158 3.73190
C -1.55340 -1.94622 -1.37585
C 0.45890 -0.51546 0.93933
H 5.81127 2.02332 4.21169
C 3.74542 1.71399 3.68058
C 2.63446 3.50233 2.47415
H -5.80946 -1.74820 -1.41163
H -5.29850 -1.35268 -3.07319
H 3.87373 5.18927 2.08038
H -1.02023 -2.84661 -5.04702
C 2.12654 0.19845 3.86428
H -0.22686 2.33054 2.79790
C 2.58565 2.23587 3.05659
C -2.74125 1.65488 -1.16061
C 0.16819 0.98013 1.17013
O 0.26507 -1.36700 1.78351
C -5.07047 -1.94926 -2.18778
C 0.88677 -2.09813 -0.87128
C 4.95118 3.67992 3.14806
O -3.82951 -1.59045 -1.61919
C -0.27194 -2.22792 -1.82521
H -2.70714 -1.88984 -6.26416
H 0.88237 -2.78576 -3.54027
H -4.37828 -2.50177 -6.20934
C -1.18787 -2.59173 -4.01313
C 1.56506 1.24587 3.19645
H 5.85890 4.26495 3.16850
H -1.93655 1.11019 1.16807
H -1.72237 -1.70228 -0.33814
C -0.10048 -2.55733 -3.15692
H 4.06259 -0.13959 4.64674
H -3.24342 0.68832 -1.15599
H 0.90971 1.58056 0.63251
H -2.77151 2.05869 -2.16835

Entry 2:
57
Properties=species:S:1:pos:R:3 method="wB97M-V/def2-TZVPD" relative_energy_kcal_mol=49.82 e_tot_ev=-50810.2998 spin_multiplicity=1 homo_lumo_gap_ev=8.02 smiles="CCOc1ccc(N(C)S(=O)(=O)c2ccc3[nH]cc(C(=O)NCCOC)c(=O)c3c2)cc1" homo_energy_ev=-8.2446
H 1.89304 2.59108 -2.31506
H -0.14856 -3.76173 -3.81800
C -2.12624 0.36546 1.48112
C 1.16926 1.60262 0.43961
C 1.36892 1.76463 1.81150
C -1.47534 4.00607 4.10440
H -1.15939 3.22128 4.80032
O 1.90594 -2.76478 -5.38646
C -0.79346 -1.23363 2.69689
S -3.18497 2.60055 2.63796
H 1.24735 -3.62441 1.60099
C -2.05711 0.42914 3.88626
H -1.74407 3.30289 0.19206
N 0.09557 -2.27434 2.69022
H 0.64237 -1.45621 -4.40812
C -1.23175 -0.67200 3.90292
C 0.05707 2.20066 -0.14508
C 0.54055 -2.80806 1.53755
H 0.62809 2.51882 3.65149
O -3.97266 2.85285 3.80715
C -1.25465 -0.72579 1.47024
C 2.46263 1.67793 -2.46839
N 0.25766 -2.73802 -2.05932
H 2.25350 1.33218 2.25251
O -3.77191 2.84023 1.35848
C 0.95347 -3.14706 -6.34889
H -0.89154 -1.09127 4.83857
C 0.44930 2.43200 2.59158
H 3.50570 1.88206 -2.24009
H 2.55100 -0.34596 -1.72676
O -1.16846 -0.79516 -0.88273
H 0.90355 0.31457 -1.80588
H -0.12454 2.12978 -1.20454
H 2.38141 1.38032 -3.51020
O 1.58395 -3.97195 -0.69868
H -2.39238 4.45218 4.48042
C 1.94746 0.55387 -1.57540
C 1.37098 -2.25464 -4.19225
C 0.74429 -3.10253 -0.86130
O 2.09495 0.83809 -0.19567
H 2.22137 -1.82080 -3.66035
H -2.49567 0.75705 0.54725
H -0.69767 4.76610 4.03767
C 0.70681 -3.31670 -3.29822
C 0.14830 -2.37599 0.30827
N -1.75705 3.50923 2.77888
C -0.78827 -1.27303 0.18553
H 0.42954 -2.63173 3.57480
H -0.41659 -1.97683 -2.08118
H 0.23074 -2.34251 -6.53162
C -0.70392 2.96347 2.01763
C -2.49058 0.94692 2.67135
H -2.38502 0.90238 4.79853
H 0.41210 -4.05309 -6.05716
C -0.86392 2.87094 0.63959
H 1.42907 -4.10058 -3.05755
H 1.50980 -3.34655 -7.26285

Entry 3:
57
Properties=species:S:1:pos:R:3 method="wB97M-V/def2-TZVPD" relative_energy_kcal_mol=36.35 e_tot_ev=-50810.8839 spin_multiplicity=1 homo_lumo_gap_ev=7.91 smiles="COc1ccc(OC)c2[nH]c(=O)c(CCNC(=O)c3ccc(S(=O)(=O)N(C)C)cc3)cc12" homo_energy_ev=-7.9227
H 5.72349 0.37284 0.04323
H -1.20339 -0.00787 2.38265
H 5.30089 -0.83057 1.97848
H -1.47712 4.36249 2.26693
C -0.09192 2.52026 -0.02329
H -5.57911 -1.30891 2.49488
H -1.08246 -0.71457 -3.77440
C 3.31946 1.42445 0.92027
O -0.25908 3.30316 1.08493
C 3.60681 0.52134 -0.19177
H -1.51977 1.32388 -2.82735
C -4.08072 -2.54742 0.55194
H 0.88831 -2.65194 -1.21277
H -5.03090 0.30621 1.98761
H -4.57555 -3.23744 1.23399
C 1.15580 1.87227 -0.12327
H 3.02056 -0.76653 2.04955
C 4.86777 -0.28887 -0.09415
H -3.08024 -2.91678 0.33568
N 3.42190 -1.51191 1.50193
C -0.14840 -0.32464 -4.18955
H 1.85933 2.68567 1.60612
O -3.14683 1.10530 0.89376
H -1.98848 2.78036 -0.97751
O 2.99697 -3.04510 -0.10451
C 0.56134 -1.07162 1.75103
H -4.64994 -2.48678 -0.38263
O 0.79962 -0.06524 -3.18120
H 2.90832 -0.33518 -1.99558
H 0.30691 -1.07617 -4.83275
S -3.06893 -0.17613 0.25029
C 0.46200 0.80606 -2.19153
C 0.41533 -2.07531 -0.43251
C -0.72900 -0.59063 1.60951
H -1.45205 -1.77267 -1.46587
C 2.59754 -2.20121 0.67177
H -1.76016 4.62299 0.52822
H -0.36235 0.57373 -4.77692
C -1.42323 -0.83873 0.44182
H -2.31035 3.10682 1.30501
H 4.99587 -0.85565 -1.01557
C 1.44377 1.01640 -1.19251
C -0.74544 1.46448 -2.09281
H 1.09154 -0.88407 2.67311
C 4.79559 -1.26247 1.11587
O 4.05280 1.61133 1.88035
H -5.98120 -0.69757 0.86765
C 2.70405 0.34713 -1.18400
C -1.02071 2.31162 -1.01901
H 5.25715 -2.21466 0.85271
N 2.09954 2.05290 0.85131
N -3.96326 -1.25684 1.19117
C 1.15063 -1.79812 0.71852
C -5.22087 -0.71143 1.65660
O -3.44661 -0.25067 -1.13529
C -0.87128 -1.59364 -0.57489
C -1.53393 3.87567 1.29470

Entry 4:
58
Properties=species:S:1:pos:R:3 method="wB97M-V/def2-TZVPD" relative_energy_kcal_mol=3.09 e_tot_ev=-61645.8019 spin_multiplicity=1 homo_lumo_gap_ev=8.30 smiles="COc1ccc(OC)c(NC(=O)CN2C(=O)CSc3ccc(S(=O)(=O)N4CCCC4)cc32)c1" homo_energy_ev=-7.9676
H 5.44667 5.21467 -0.81280
C -2.21411 2.41366 2.31601
H 6.49186 1.74882 -1.22057
C -2.24234 3.15418 0.96401
H 6.11180 -2.71270 0.07478
C -2.48664 -2.49886 -0.44436
H 6.31009 -0.65733 -1.10026
C -3.99414 -0.75983 -1.12387
C 1.06632 0.00286 1.28570
C 0.08540 -1.08475 1.75662
O 0.76776 1.17944 1.33376
H 0.19031 -4.93337 -0.63278
O 1.30246 -3.37151 1.03022
H 2.63644 2.15640 0.58517
H -2.25599 4.23799 1.10925
C 3.32725 0.15329 0.29526
H -1.39699 2.91341 0.32136
N 2.22248 -0.51564 0.83595
H -1.11759 0.56070 0.05179
H -3.93186 1.45526 3.28763
H 4.81787 -3.88554 -0.27949
H 0.59356 -1.73597 2.47486
H -4.92640 -0.42092 -1.54502
C 5.18937 -2.88378 -0.48902
O -4.67768 1.96613 -1.72291
C -3.46581 1.52602 2.30679
C -1.55675 -1.54461 -0.00926
H -0.77083 -0.60566 2.23531
O 4.16558 -2.01296 -0.07888
C 4.37256 -0.66145 -0.18765
H -4.41200 -2.86091 -1.28072
H 2.34341 -1.52538 0.87200
O -2.25656 2.42983 -1.85771
C 4.56937 2.12453 -0.32400
H 5.81231 3.89427 -1.94966
C -1.83774 -0.19556 -0.21082
C -3.04519 0.17937 -0.76523
S -2.06980 -4.20811 -0.34404
C 5.59816 1.32335 -0.79400
H -0.17957 -3.50348 -1.63770
N -0.39068 -1.92955 0.67250
C -4.37465 2.22254 1.28815
H -4.91816 3.04876 1.75717
C -3.70582 -2.10417 -0.97764
H 5.39384 -2.78786 -1.56037
O 4.56513 3.48554 -0.34119
C 3.43078 1.52721 0.22287
H 6.59217 3.93528 -0.34204
C 5.67209 4.15267 -0.89489
H -2.26846 3.13100 3.13382
C 5.49431 -0.06110 -0.72396
C -0.29545 -3.95999 -0.65226
H -1.29374 1.84480 2.42661
N -3.47243 2.76569 0.29677
C 0.28914 -3.08098 0.42463
H -3.23050 0.51720 1.96334
H -5.08849 1.56113 0.79920
S -3.37595 1.92116 -1.12481

Entry 5:
59
Properties=species:S:1:pos:R:3 method="wB97M-V/def2-TZVPD" relative_energy_kcal_mol=48.45 e_tot_ev=-54902.7214 spin_multiplicity=1 homo_lumo_gap_ev=8.09 smiles="COC(=O)c1cc(NS(=O)(=O)c2ccc(N3CCCCCC3)c([N+](=O)[O-])c2)cc(C(=O)OC)c1" homo_energy_ev=-8.7067
N 1.85296 -1.76490 -1.02125
C 1.71900 -0.40558 -0.61777
O -1.27561 1.65017 -3.02618
C -4.34153 1.48396 -0.02869
H 4.48874 1.38326 -0.73461
O 2.01720 -2.60371 -0.14844
N -2.22274 2.39617 -0.75667
H 3.24760 0.71487 2.96757
C 1.77139 1.40332 0.95599
C -3.05564 1.31218 -0.53369
N 3.41835 -0.34266 1.16479
H 6.08518 0.99755 -1.35081
H 4.33088 -0.82174 -1.58284
H 4.32059 2.31650 1.43340
H 4.60985 -0.37719 2.84375
C 4.98685 -0.71984 -0.71691
O -6.93868 1.73819 1.03276
H -2.63292 3.30879 -0.63500
O -0.58280 3.77394 -1.96961
H 5.10511 -1.50739 1.27810
C 5.97469 1.11742 0.79772
H -0.30476 -3.57176 -2.16495
O -7.22843 -0.47957 0.91052
C -6.51463 0.64061 0.76339
C 5.36817 0.75726 -0.56433
C -2.59288 0.02233 -0.77109
H -9.12815 0.32393 0.73553
H -0.39397 -4.02042 -0.44025
C -0.97089 -3.71486 -1.31522
C 0.32575 1.52888 -0.94540
C 4.32884 -1.28617 0.54628
H 2.11726 1.86376 1.86416
C -8.54886 -0.31507 1.40526
H 0.39399 -0.13314 -2.27357
O -1.58937 -2.45931 -1.05137
H 0.39418 2.99429 0.59981
H -1.72781 -4.46762 -1.53867
H -4.73492 2.47092 0.16599
H -8.98114 -1.31102 1.45310
H -8.52879 0.14394 2.39598
H -5.29721 -1.76808 0.20239
C -5.14945 0.38190 0.23320
H 6.59111 0.29483 1.16400
O -3.56164 -3.45280 -0.62810
H 6.63386 1.97749 0.66472
C -4.68194 -0.90629 0.00124
C -3.39639 -1.07755 -0.49891
H 5.87919 -1.31497 -0.91621
C 2.33867 0.17053 0.53066
O 1.73164 -2.03471 -2.20087
H 3.82808 -2.23545 0.33810
H -1.61346 -0.12960 -1.18296
C 0.79337 2.05525 0.25259
C 4.92844 1.50881 1.84543
S -0.93882 2.39277 -1.85300
C 4.01979 0.35394 2.28635
H 5.43581 1.89289 2.73247
C -2.88714 -2.45897 -0.72936
C 0.78407 0.30971 -1.36847